Density functional theory data (ωB97M-V/def2-TZVPD) for a structure of composition C25H41Cl3O2P2Tl in a non-equilibrium geometry.

```
74
Properties=species:S:1:pos:R:3:forces:R:3
Tl 0.475068 -0.008948 -2.155757 -0.2333 1.1946 4.7536
Cl -2.162667 2.289567 2.821346 0.3271 0.4015 -0.1053
Cl 0.223937 3.434980 4.107368 -0.5004 0.0747 -0.2850
Cl -0.626485 4.381611 1.448429 -0.1734 -0.3260 0.4646
P -2.693136 -0.866259 -2.108417 0.8758 0.7472 -0.1615
P 2.353645 2.717862 0.326190 -1.9913 -1.8529 -0.6275
O 1.624700 2.483013 1.770331 -0.7745 -0.0330 -0.1048
O 0.043007 0.849346 1.473381 0.6512 2.5551 1.0772
C -0.821585 1.296588 -3.311502 -0.6929 0.2879 0.0827
C 0.546412 -2.906007 3.122458 -1.1006 0.2153 0.3135
C 1.433461 0.021407 5.256587 0.2291 0.3593 0.3051
C 1.256497 2.474857 -0.980947 -0.1300 -0.3915 -0.4195
C -0.740086 -2.465794 3.536727 0.4688 1.1374 0.8259
C 2.989139 4.358325 0.511926 0.6784 0.4845 0.0354
C -1.623201 -0.558598 5.048278 -0.3709 0.1308 0.2286
C -3.861605 0.374913 -1.415477 0.1793 0.0967 0.1210
C -0.432495 -1.452405 -4.984665 -0.6597 -0.3755 0.6147
C 0.833154 -4.068695 2.254697 -0.0096 -0.1479 -0.3044
C 0.359921 1.942778 1.892377 -0.2952 -1.9734 -1.1915
C -1.910533 0.255952 -3.543776 -2.1601 -0.1173 -0.6825
C 3.463412 1.312271 0.284068 1.0838 0.0498 -0.0145
C 1.605938 -0.107149 -4.198729 -0.2203 -2.0544 -2.2365
C -2.022821 -3.093573 3.165445 -0.5278 -0.3902 -0.0734
C -0.562505 -1.337489 4.387056 -1.2819 -2.0280 -1.5300
C 0.828313 -1.079504 4.489217 2.6756 -1.7023 -1.5813
C -1.688033 -0.573324 -4.823516 -0.5793 0.2601 -0.4514
C 1.232202 1.154062 -4.951549 0.7706 -0.2212 -0.1465
C 1.516958 -2.046533 3.705947 -0.7021 2.2659 1.7370
C -3.989272 -1.883356 -2.940875 0.3117 -0.6785 -0.2694
C -0.087958 1.847511 -4.547349 -0.3746 0.4487 0.3608
C 0.754575 -1.225427 -4.067717 2.6485 0.2968 -3.0013
C 2.978773 -2.164816 3.548573 0.6204 -0.1195 0.0031
C -0.563694 2.976287 2.575577 0.1981 -0.1748 0.0055
H 2.398032 5.012317 -0.144343 0.2062 -0.2352 0.2556
H 0.190182 2.637771 -0.785594 0.4851 0.2780 -0.0643
H 1.615750 2.867356 -1.945679 -0.1536 0.0691 0.4517
H -0.096653 -1.364766 -6.037934 0.1069 -0.0454 0.6120
H 2.674022 -0.200262 -3.959942 -0.5533 -0.0725 0.5614
H 0.978047 0.096923 6.252337 0.1548 0.0773 -0.1052
H -1.761600 0.417406 4.564632 0.0691 -0.1683 0.1990
H -0.740914 -2.504571 -4.841739 0.2407 0.4536 -0.0655
H -2.014320 -3.400172 2.110398 -0.1804 0.0828 0.1911
H -2.223114 -3.995555 3.766216 -0.0688 0.1805 -0.1882
H 4.390716 1.643124 -0.199964 0.1082 -0.3931 0.1751
H 3.654067 0.909575 1.290881 0.1508 0.3706 -0.3097
H 1.046224 -4.972028 2.848665 -0.0343 0.2063 -0.1238
H 0.186572 2.889519 -4.313297 -0.2980 -0.3445 -0.1325
H -4.238730 -1.603049 -3.966411 0.0163 0.1251 0.1029
H 2.510320 -0.130700 5.378359 -0.1823 0.1254 0.0518
H -3.664155 -2.938311 -2.940641 -0.1686 0.4175 -0.1230
H 4.037518 4.379433 0.198620 -0.0715 0.2256 0.1420
H -2.566347 -1.220481 -4.969191 0.3966 0.2655 -0.0593
H -1.375353 -0.372986 6.100800 -0.0963 0.0150 -0.1359
H 1.273983 0.987169 4.755771 0.0780 -0.1046 0.1725
H -0.026497 -4.289690 1.609257 0.2299 -0.0414 0.1261
H 2.073696 1.856760 -4.829218 -0.3404 -0.2276 0.0374
H 3.470839 -1.199704 3.715314 0.0207 -0.2066 -0.0758
H 1.710424 -3.875268 1.622499 -0.1773 -0.1354 0.1194
H 2.879163 4.680379 1.553904 0.2005 -0.0552 -0.2235
H -3.347941 1.088494 -0.758162 -0.2001 -0.0877 -0.2095
H -2.850388 0.818170 -3.697268 0.2076 -0.0720 -0.5325
H -0.756166 1.883095 -5.426960 0.2205 0.0610 0.4610
H -1.707163 0.122050 -5.671509 -0.0967 -0.1084 0.1891
H 3.406476 -2.880976 4.267039 0.0214 0.1228 -0.1873
H 1.132123 -2.168058 -3.646141 0.2078 0.6456 0.0376
H -4.364011 0.890016 -2.249845 0.0373 -0.0303 0.4028
H -2.577722 -1.089797 5.004776 0.0911 0.1483 0.0878
H -4.604788 -0.181023 -0.827477 0.2086 0.2869 -0.0752
H -2.853644 -2.395460 3.322268 0.0743 -0.2413 -0.1507
H 1.213425 0.964829 -6.037592 -0.0252 -0.2856 0.2730
H 3.239268 -2.520319 2.543604 0.0822 0.1026 0.1623
H 2.999731 0.515699 -0.321367 0.0869 0.5835 0.3200
H -4.907106 -1.825792 -2.351310 0.1593 0.0167 0.0118
H -1.136990 2.135417 -2.679429 -0.1547 -0.4243 -0.1244
```
Forces are in eV/Å.

The HOMO-LUMO gap (alpha / beta) comes out at 5.203 / 4.596 eV. Its molar mass is 746.3 g/mol. The calculated total energy is -91511.294 eV. As for the energy above the lowest of the compared OMol25 structures with the same formula, charge and spin: 1.346 eV. For the HOMO energy (alpha / beta), the calculation gives -8.6 / -8.7 eV. Its net charge is +1.